C35H37ClNiP2 as an isolated structure. Source: the Open Molecules 2025 dataset; level of theory: ωB97M-V/def2-TZVPD.

Structure (XYZ):
```
76
Properties=species:S:1:pos:R:3:forces:R:3:lowdin_charge:R:1
Ni -0.1280 0.3090 2.2080 0.24 1.75 2.56 -0.092
C -1.7161 0.8781 -2.7268 -0.50 -0.17 -0.08 -0.096
C -1.8355 -0.4411 -2.5744 -0.56 0.34 -0.37 -0.149
C -1.1761 -1.4366 -3.4792 -0.34 -0.22 -0.42 -0.190
C 0.2570 -1.1104 -3.9873 -0.26 -0.54 -0.11 -0.173
C 1.1415 -0.2198 -3.1694 0.82 0.43 -0.06 -0.125
C 1.1758 1.1164 -3.1719 0.59 -0.59 -0.74 -0.113
C 0.2532 1.9911 -3.9477 -0.30 0.38 -0.10 -0.187
C -1.2176 1.5295 -3.9786 0.50 0.32 -0.26 -0.180
C 1.3166 0.2717 3.5908 0.85 -0.46 2.00 -0.277
H -2.0959 1.5670 -1.9794 -0.30 -0.26 -0.15 0.082
H -2.5700 -0.8621 -1.8748 0.71 0.36 0.21 0.085
H -1.8038 -1.5717 -4.3784 0.10 -0.13 0.25 0.118
H -1.1649 -2.4141 -2.9759 -0.01 0.21 -0.10 0.094
H 0.7729 -2.0839 -4.0321 -0.14 0.36 -0.30 0.110
H 0.1832 -0.7319 -5.0185 0.12 -0.04 0.31 0.110
H 1.9493 -0.7653 -2.6736 -0.21 0.39 -0.02 0.088
H 2.0344 1.6532 -2.7641 -0.38 -0.38 0.17 0.070
H 0.6020 2.0794 -4.9920 0.03 0.07 0.30 0.120
H 0.3033 2.9979 -3.5161 -0.02 -0.07 -0.10 0.105
H -1.8182 2.4410 -4.1247 0.00 -0.40 -0.18 0.115
H -1.3599 0.8778 -4.8537 -0.15 0.15 0.33 0.107
H 1.0010 1.1515 4.1748 -0.14 -0.28 -0.20 0.009
H 2.4162 0.2795 3.5663 -0.22 -0.05 0.06 0.007
H 1.0128 -0.6497 4.1144 0.13 0.28 0.02 0.027
P -1.6135 -0.5464 0.9123 0.67 -0.90 -0.78 0.895
P 1.7716 0.0746 1.3215 0.07 0.13 -2.41 0.916
C -0.3036 -1.0887 -0.1854 0.32 -0.66 -0.93 -0.306
C 1.0258 -0.7608 -0.0849 0.07 -0.24 -0.98 -0.302
C -2.5398 -2.0614 1.3031 -0.29 -0.35 -0.22 -0.340
C -2.8799 -2.9681 0.2826 -0.18 -0.12 0.45 -0.095
C -3.5431 -4.1562 0.6021 0.01 -0.06 0.11 -0.084
C -3.8552 -4.4573 1.9360 0.17 0.27 -0.03 -0.085
C -3.5051 -3.5592 2.9538 -0.03 -0.15 -0.28 -0.078
C -2.8486 -2.3692 2.6417 -0.04 0.07 -0.35 -0.092
C -2.7972 0.7388 0.3893 -0.33 0.55 -0.01 -0.379
C -2.3553 2.0844 0.3108 -0.35 -0.48 0.35 -0.143
C -3.2793 3.1284 0.3285 0.03 -0.18 -0.23 -0.081
C -4.6536 2.8552 0.3652 0.06 -0.30 0.01 -0.079
C -5.0987 1.5271 0.3644 0.14 0.26 -0.15 -0.076
C -4.1782 0.4743 0.3591 0.37 0.11 0.14 -0.080
C 3.2373 -0.9861 1.5578 -0.07 -0.46 -0.12 -0.328
C 3.0113 -2.2999 2.0043 0.39 0.14 0.13 -0.083
C 4.0939 -3.1080 2.3513 0.15 0.14 -0.19 -0.077
C 5.4038 -2.6382 2.1816 -0.23 0.26 -0.01 -0.081
C 5.6234 -1.3824 1.6028 -0.16 -0.23 -0.02 -0.079
C 4.5422 -0.5653 1.2600 -0.17 -0.15 0.39 -0.067
C 2.4722 1.7232 0.9447 -0.12 0.00 0.12 -0.320
C 2.5516 2.7116 1.9438 -0.04 0.03 -0.29 -0.075
C 2.9088 4.0174 1.6026 0.05 -0.19 -0.11 -0.075
C 3.1339 4.3546 0.2628 -0.15 -0.18 -0.04 -0.082
C 3.0791 3.3664 -0.7286 0.13 0.03 0.35 -0.076
C 2.8314 2.0362 -0.3707 -0.13 0.27 -0.07 -0.106
H -0.5892 -1.8597 -0.9091 0.44 0.29 -0.02 0.048
H 1.7377 -1.2027 -0.7875 -0.41 -0.39 0.27 0.054
H -2.6274 -2.7512 -0.7582 -0.12 -0.08 0.30 0.087
H -3.8171 -4.8567 -0.1945 0.12 0.27 0.33 0.104
H -4.3605 -5.3950 2.1854 0.16 0.36 -0.13 0.103
H -3.7426 -3.7840 3.9973 0.08 0.05 -0.39 0.107
H -2.5809 -1.6562 3.4215 -0.07 -0.19 -0.19 0.044
H -1.2814 2.2988 0.2768 -0.33 -0.05 0.14 0.105
H -2.9239 4.1635 0.3186 -0.14 -0.39 -0.02 0.108
H -5.3745 3.6787 0.3915 0.28 -0.34 0.01 0.104
H -6.1705 1.3059 0.3832 0.42 0.10 -0.04 0.105
H -4.5337 -0.5597 0.3713 0.11 0.35 0.12 0.105
H 1.9922 -2.6903 2.0688 0.27 0.23 0.21 0.115
H 3.9171 -4.1052 2.7541 0.06 0.23 -0.13 0.105
H 6.2509 -3.2504 2.4973 -0.27 0.16 -0.16 0.104
H 6.6398 -1.0317 1.4200 -0.26 -0.13 0.02 0.105
H 4.7115 0.3919 0.7631 -0.03 -0.18 0.38 0.102
H 2.3224 2.4542 2.9786 0.04 0.20 -0.36 0.088
H 2.9899 4.7755 2.3842 -0.06 -0.21 -0.27 0.107
H 3.3439 5.3928 -0.0065 -0.05 -0.37 0.07 0.105
H 3.2222 3.6385 -1.7771 0.12 -0.14 0.33 0.105
H 2.8925 1.2417 -1.1192 -0.19 0.32 0.35 0.088
Cl -1.7873 0.7998 3.4923 -1.06 0.89 1.33 0.090
```
Forces are in eV/Å.

For the highest occupied orbital energy (alpha / beta), the calculation gives -4.9 / -7.7 eV. The calculation puts the HOMO-LUMO gap (alpha / beta) at 5.062 / 7.727 eV. Its spin multiplicity is 3.

=====

A 6-piece molecular cluster, C35H37F40N4O5 overall. Source: the Open Molecules 2025 dataset; level of theory: ωB97M-V/def2-TZVPD.

Structure (XYZ):
```
121
Properties=species:S:1:pos:R:3:forces:R:3:lowdin_charge:R:1
C 0.2171 2.5600 0.1757 -0.81 -0.41 -0.11 -0.117
C -1.3037 2.5705 -0.4652 0.16 -0.07 0.10 -0.221
C -1.9733 1.1082 -0.1424 1.55 -0.26 -0.31 -0.163
N -3.3893 0.9941 -0.7460 -2.26 0.32 1.63 0.102
C -4.5488 1.2459 -0.0579 -0.22 0.47 1.13 -0.167
N -4.3823 1.7152 1.3967 -0.29 -0.74 -2.90 0.107
N -5.9606 1.1700 -0.5815 2.70 -2.59 2.73 -0.062
C -6.1481 0.1393 -1.6689 -0.78 0.70 -2.69 -0.100
C -6.8709 0.6624 0.5617 -0.83 -0.41 1.85 -0.252
C -6.4771 -0.7736 1.1487 -3.02 1.05 1.80 -0.011
C -7.3883 -1.4430 2.3210 -1.32 5.28 -2.37 0.016
C -8.6307 -0.4587 2.6980 2.90 0.36 -2.40 -0.030
C -8.7645 0.9624 1.9679 0.25 -0.93 0.26 -0.090
N -7.9565 1.6195 0.9032 1.69 -7.22 2.92 0.084
H 0.1010 2.6642 1.3354 0.41 -0.13 -2.20 0.089
H 0.6818 1.5019 -0.0582 -0.66 2.24 0.41 0.076
H 0.8779 3.4260 -0.2585 -1.35 -1.80 0.88 0.090
H -1.2791 2.7421 -1.6467 -0.03 -0.47 2.61 0.120
H -1.9358 3.4281 0.0270 1.15 -1.71 -0.99 0.115
H -1.9429 0.7944 0.9963 -0.43 0.97 -2.46 0.144
H -1.3098 0.2942 -0.7073 -1.67 1.69 1.10 0.143
H -3.4248 0.7048 -1.7474 -0.23 0.29 1.22 0.165
H -4.4577 0.9176 2.0649 -0.13 0.94 -0.87 0.104
H -5.0351 2.4983 1.6212 0.43 -1.25 -0.35 0.111
H -5.4444 -0.7915 -1.5924 -1.42 1.67 0.01 0.099
H -5.9665 0.7082 -2.7023 -0.21 -1.45 2.10 0.121
H -7.3075 -0.1398 -1.6823 2.81 0.42 0.08 0.137
H -5.5377 -1.3518 0.7396 -2.04 1.50 0.87 0.082
H -7.2040 -2.4778 2.8352 -0.29 2.25 -1.23 0.109
H -9.4218 -0.7929 3.5052 1.80 0.95 -1.89 0.107
H -9.6837 1.6325 2.3382 2.30 -1.66 -0.97 0.124
C -2.5768 -4.8593 -2.0518 -0.13 -0.41 -1.08 -0.048
C -1.5985 -3.8591 -1.4183 -0.35 0.27 -0.71 -0.428
C -1.0271 -4.2876 -0.0729 0.55 -0.14 0.81 -0.283
F -1.9887 -4.4293 0.8683 0.46 0.28 -0.24 0.089
F -0.1653 -3.3488 0.4032 -0.02 0.19 -0.29 0.077
F -2.1965 -2.6398 -1.3350 0.07 -0.01 0.28 0.102
F -0.5571 -3.7007 -2.2953 -0.14 -0.33 0.57 0.109
O -3.9647 -4.5734 -1.8659 -0.06 -0.12 2.00 0.030
C -4.5358 -5.0744 -0.6580 0.82 -1.31 -1.84 -0.473
C -5.0864 -3.9608 0.2401 -0.38 0.28 0.51 -0.278
F -4.1056 -3.1033 0.6245 -0.14 -0.07 -0.26 0.062
F -5.6231 -4.4700 1.3806 0.18 -0.11 -0.50 0.097
F -3.6352 -5.8638 -0.0261 -1.00 0.30 0.09 0.131
F -5.5488 -5.8973 -1.0449 0.19 0.80 0.52 0.148
H -2.4308 -4.7925 -3.1370 -0.04 0.24 0.26 0.156
H -2.3324 -5.9004 -1.8083 0.00 0.36 0.21 0.153
H -0.4764 -5.2295 -0.1544 -0.09 0.02 -0.18 0.183
H -5.8571 -3.3822 -0.2766 0.00 -0.22 -0.16 0.161
C 3.8069 -0.9832 0.1237 -0.14 1.10 -0.15 -0.056
C 3.8236 -2.2150 -0.7936 0.97 0.45 -0.34 -0.427
C 3.2223 -3.4747 -0.1842 -0.33 -1.04 -0.01 -0.291
F 3.9018 -3.8865 0.9110 -0.21 -0.03 -0.50 0.086
F 3.2699 -4.5060 -1.0704 0.00 0.33 -0.14 0.092
F 5.0951 -2.4338 -1.2258 -0.46 -0.14 0.27 0.130
F 3.1025 -1.8947 -1.9144 -0.27 -0.22 0.44 0.098
O 5.0280 -0.7048 0.8122 -0.07 -1.60 1.08 0.034
C 5.1996 -1.3877 2.0533 -1.36 1.53 -0.62 -0.475
C 6.4292 -2.3030 2.0576 0.73 -0.62 -0.32 -0.259
F 6.3273 -3.2746 1.1137 -0.04 0.56 0.29 0.091
F 6.5648 -2.9377 3.2521 -0.34 0.35 -0.01 0.085
F 4.0564 -2.0397 2.3719 0.77 0.21 0.46 0.122
F 5.3482 -0.4123 2.9912 0.37 -0.66 -0.31 0.140
H 3.6599 -0.1125 -0.5272 0.23 -0.28 -0.03 0.147
H 2.9404 -0.9695 0.7958 0.25 -0.31 -0.10 0.144
H 2.1741 -3.3246 0.0908 0.09 0.19 -0.03 0.153
H 7.3436 -1.7363 1.8612 -0.19 0.16 0.05 0.179
C 2.2727 4.6192 -5.1569 0.59 1.00 -0.14 -0.048
C 1.6656 3.8080 -4.0026 -0.19 0.88 -0.06 -0.423
C 1.7627 2.2964 -4.1625 -0.02 -0.93 0.08 -0.286
F 1.0889 1.8536 -5.2491 0.12 0.04 0.63 0.088
F 1.2120 1.6644 -3.0910 -0.05 0.25 0.25 0.072
F 0.3781 4.2023 -3.8073 0.07 -0.41 -0.02 0.102
F 2.3376 4.1623 -2.8617 0.03 -0.50 -0.34 0.102
O 1.3456 5.1029 -6.1311 -0.53 -1.79 -0.55 0.032
C 1.0381 4.1937 -7.1870 1.86 1.09 0.39 -0.475
C -0.4497 3.8278 -7.2354 -0.88 -0.21 -0.16 -0.263
F -0.8463 3.2116 -6.0917 0.20 0.31 -0.15 0.079
F -0.7096 2.9620 -8.2508 0.47 0.33 0.19 0.098
F 1.8446 3.1095 -7.0987 -0.59 0.32 -0.62 0.124
F 1.3932 4.8320 -8.3357 -0.68 -0.39 0.45 0.144
H 2.6936 5.5285 -4.7104 -0.33 -0.16 0.05 0.156
H 3.1334 4.1189 -5.6171 -0.36 -0.14 0.14 0.150
H 2.8037 1.9687 -4.2393 0.01 0.19 -0.01 0.179
H -1.0705 4.7176 -7.3721 0.25 0.07 -0.02 0.178
C 6.3767 -6.8808 4.6036 0.38 -0.51 -0.95 -0.054
C 5.0162 -6.3652 5.0956 -0.12 -1.06 0.06 -0.429
C 5.0701 -5.0526 5.8664 -0.39 0.87 0.50 -0.290
F 5.7985 -5.1567 7.0018 -0.46 0.10 -0.32 0.087
F 3.8222 -4.6698 6.2498 -0.03 -0.23 -0.27 0.088
F 4.4044 -7.3396 5.8220 0.18 0.47 -0.03 0.125
F 4.2292 -6.1803 3.9888 0.29 0.42 0.20 0.097
O 6.9888 -7.8878 5.4124 0.27 1.15 1.54 0.032
C 7.7807 -7.4038 6.4963 0.22 0.13 -2.11 -0.476
C 7.2579 -7.8663 7.8610 -0.46 -0.21 0.88 -0.265
F 5.9998 -7.4088 8.0911 0.44 -0.24 -0.31 0.088
F 8.0330 -7.3897 8.8710 0.09 -0.01 -0.58 0.095
F 7.8965 -6.0577 6.4052 0.42 -0.67 0.50 0.123
F 9.0304 -7.9020 6.2886 -0.58 0.00 0.54 0.138
H 6.1917 -7.3807 3.6449 -0.16 -0.02 0.32 0.152
H 7.0715 -6.0689 4.3572 -0.27 -0.05 0.30 0.145
H 5.4887 -4.2472 5.2554 0.05 -0.16 -0.12 0.161
H 7.2373 -8.9577 7.9262 0.12 0.07 -0.22 0.176
C -2.1007 7.9409 -0.0238 -0.89 -0.32 0.61 -0.055
C -0.6438 8.2352 0.3633 0.00 -0.96 0.14 -0.430
C -0.0460 9.4745 -0.2902 0.92 0.82 -0.13 -0.290
F -0.0002 9.3690 -1.6383 0.17 0.04 0.49 0.086
F 1.2377 9.6610 0.1198 -0.32 -0.26 0.19 0.094
F 0.1156 7.1330 0.1188 -0.08 0.40 -0.10 0.120
F -0.6136 8.4106 1.7224 -0.09 0.39 -0.44 0.103
O -2.2859 6.9560 -1.0427 0.80 0.94 -1.43 0.021
C -2.2308 7.4442 -2.3824 -1.25 0.51 1.55 -0.474
C -1.1001 6.8055 -3.1967 0.81 -0.33 -0.43 -0.274
F 0.1157 7.0775 -2.6554 -0.57 -0.20 -0.02 0.089
F -1.0748 7.2905 -4.4664 -0.41 0.02 0.41 0.100
F -2.1703 8.7969 -2.3680 -0.18 -0.75 -0.64 0.127
F -3.4331 7.1290 -2.9374 0.72 -0.17 -0.12 0.137
H -2.5760 7.5040 0.8631 0.31 -0.05 -0.16 0.149
H -2.6776 8.8528 -0.2198 0.38 -0.13 -0.10 0.149
H -0.6096 10.3752 -0.0291 -0.13 -0.13 0.06 0.177
H -1.2130 5.7188 -3.2437 -0.21 0.16 0.11 0.154
```
Forces are in eV/Å.

For the highest occupied orbital energy, the calculation gives -12.2 eV. The charge is +1. The calculation puts the HOMO-LUMO gap at 8.517 eV. Its spin multiplicity is 1.

=====

no.,total energy (a.u.)
1,-4006.9016
2,-5945.1931